1.
{"formula": "C13H19IrNO9SeSi", "method": "wB97M-V/def2-TZVPD", "multiplicity": 6, "e_tot_ev": -109764.185, "e_lumo_ev": [0.047, -2.872], "orbital_gap_ha": [0.325, 0.251], "total_charge": 0, "de_lowest_ev": 0.0000, "species": ["Ir", "O", "C", "O", "C", "O", "C", "C", "O", "O", "H", "H", "H", "H", "H", "C", "Si", "C", "C", "N", "C", "C", "C", "C", "C", "C", "H", "H", "H", "H", "H", "H", "H", "H", "H", "H", "H", "H", "H", "H", "O", "Se", "O", "O", "O"], "positions_angstrom": [[0.374979, -0.525363, 0.182022], [-0.150565, 3.840735, 0.721167], [-0.388437, 2.597242, 0.335827], [-0.168457, 1.640355, 1.048895], [-0.992234, 2.539640, -1.042982], [-1.211253, 1.210301, -1.441255], [-0.601722, 0.880274, -2.688061], [0.901519, 0.647716, -2.563716], [1.591327, 0.733575, -3.545144], [1.354754, 0.364706, -1.352923], [0.231541, 3.820745, 1.614857], [-0.337021, 3.087498, -1.725277], [-1.946918, 3.073508, -0.997344], [-0.776239, 1.654979, -3.433761], [-1.070583, -0.043730, -3.026910], [-1.948971, -0.686697, 2.858030], [-2.833836, -0.954085, 1.265592], [-3.548609, 0.649806, 0.630548], [-4.291982, -2.073787, 1.603805], [-1.659806, -1.493303, 0.003641], [-1.742374, -2.446934, -0.931165], [-0.643983, -2.735295, -1.813060], [-0.732826, -3.694601, -2.786320], [-1.904280, -4.440390, -2.937009], [-2.995845, -4.196208, -2.100707], [-2.930426, -3.228680, -1.133052], [-2.684504, -0.342961, 3.589936], [-1.156911, 0.060463, 2.781100], [-1.481746, -1.607483, 3.216566], [-4.428416, 0.894742, 1.231729], [-3.853842, 0.574580, -0.415317], [-2.837583, 1.469266, 0.733339], [-4.817268, -1.627948, 2.453251], [-4.002378, -3.086008, 1.894734], [-5.004028, -2.126758, 0.778679], [0.296414, -2.215612, -1.697330], [0.119027, -3.883777, -3.425198], [-1.961410, -5.211204, -3.694065], [-3.902400, -4.775476, -2.215631], [-3.784593, -3.050379, -0.508368], [1.117982, -0.751691, 2.084862], [1.450022, -2.458067, 2.048240], [2.979601, -2.753548, 2.410590], [1.109646, -2.560376, 0.386041], [0.316135, -3.236872, 2.881846]], "forces_ev_per_angstrom": [[0.1, 0.2, 0.0], [0.0, 0.1, 0.1], [0.0, -0.2, 0.1], [-0.1, 0.3, 0.0], [0.0, -0.1, 0.0], [0.0, 0.0, -0.2], [-0.1, 0.0, 0.3], [0.1, 0.0, 0.0], [0.1, -0.1, 0.0], [-0.2, 0.0, -0.1], [0.0, 0.0, -0.1], [0.0, 0.0, 0.0], [0.0, 0.0, 0.0], [0.0, 0.0, 0.0], [0.0, 0.0, 0.0], [0.4, 0.0, 0.0], [-0.3, 0.1, -0.2], [0.0, 0.1, -0.1], [0.1, -0.2, -0.1], [0.3, -0.4, 0.0], [-0.2, 0.1, 0.0], [0.0, 0.1, 0.0], [-0.1, -0.1, 0.0], [0.1, 0.0, 0.0], [0.0, 0.0, 0.0], [0.1, 0.1, 0.0], [0.0, 0.0, 0.0], [-0.1, 0.0, 0.1], [0.0, 0.0, 0.0], [0.0, 0.0, 0.0], [0.0, 0.0, 0.0], [0.0, 0.0, 0.0], [0.0, 0.0, 0.0], [0.0, 0.0, 0.0], [0.0, 0.0, 0.1], [0.0, 0.0, 0.0], [0.0, 0.0, 0.0], [0.0, 0.0, 0.0], [0.0, 0.0, 0.0], [-0.1, 0.0, 0.1], [0.0, -0.1, -0.1], [0.2, -0.4, 0.2], [-0.3, 0.1, -0.1], [0.0, -0.1, 0.2], [0.1, 0.2, -0.1]]}

***

2.
{"formula": "C13H19N3O3S", "method": "wB97M-V/def2-TZVPD", "smiles": "CCCc1cc(=O)[nH]c(SCC(=O)N2CCOCC2)n1", "e_tot_ev": -35238.228, "e_lumo_ev": 0.403, "orbital_gap_ha": 0.330, "total_charge": 0, "de_lowest_ev": 0.3390, "species": ["C", "C", "C", "C", "C", "C", "O", "N", "C", "S", "C", "C", "O", "N", "C", "C", "O", "C", "C", "N", "H", "H", "H", "H", "H", "H", "H", "H", "H", "H", "H", "H", "H", "H", "H", "H", "H", "H", "H"], "positions_angstrom": [[-5.105498, -1.675898, -0.885477], [-5.458358, -0.923720, 0.390477], [-4.280508, -0.877617, 1.373282], [-3.133492, -0.096926, 0.810301], [-3.120580, 1.262612, 0.763133], [-2.002571, 1.975015, 0.206814], [-1.857223, 3.172966, 0.116434], [-0.981823, 1.117322, -0.268012], [-1.102805, -0.218124, -0.203124], [0.146535, -1.298656, -0.823768], [1.147375, -0.208789, -1.909743], [2.052188, 0.683193, -1.080860], [1.710032, 1.836733, -0.858218], [3.197766, 0.168230, -0.610797], [3.604900, -1.219892, -0.617947], [3.622234, -1.735980, 0.829968], [4.463434, -0.954050, 1.640953], [4.047485, 0.392867, 1.656784], [4.046606, 0.981871, 0.243160], [-2.112017, -0.840579, 0.305976], [-4.280482, -1.189878, -1.400305], [-4.805849, -2.695405, -0.655025], [-5.960533, -1.708512, -1.556902], [-5.759945, 0.096479, 0.143907], [-6.301685, -1.414397, 0.880809], [-3.939380, -1.892636, 1.577654], [-4.609627, -0.413467, 2.304696], [-3.933422, 1.851946, 1.154772], [-0.133003, 1.594503, -0.591297], [0.465776, 0.414471, -2.488731], [1.689798, -0.869249, -2.582005], [2.931743, -1.835642, -1.208663], [4.616894, -1.279859, -1.033856], [4.016403, -2.752282, 0.866353], [2.594589, -1.729474, 1.224459], [4.752975, 0.925561, 2.295146], [3.036799, 0.471109, 2.085071], [3.658748, 2.000526, 0.247038], [5.062630, 0.970210, -0.163002]], "forces_ev_per_angstrom": [[-0.1, 0.1, 0.1], [0.1, -0.2, 0.0], [-0.3, 0.2, 0.0], [0.0, 0.5, 0.2], [-0.1, -0.2, 0.1], [0.0, -0.2, -0.1], [0.0, 0.4, 0.0], [-0.1, 0.2, 0.0], [0.1, 0.0, -0.1], [0.2, 0.0, -0.3], [-0.3, -0.1, 0.4], [-0.2, -0.2, -0.4], [-0.2, 0.3, 0.0], [0.3, 0.1, 0.0], [0.0, -0.3, 0.4], [-0.1, -0.2, -0.3], [0.2, -0.1, 0.1], [0.0, 0.3, -0.2], [0.0, 0.2, 0.4], [0.3, -0.6, -0.2], [0.1, 0.0, -0.1], [0.1, -0.1, 0.0], [0.0, 0.0, -0.1], [-0.1, 0.0, 0.1], [0.0, 0.1, 0.0], [0.0, 0.0, 0.1], [0.0, 0.0, 0.0], [-0.1, 0.1, 0.0], [0.0, -0.1, 0.0], [0.2, 0.0, 0.0], [0.0, 0.0, 0.0], [0.1, 0.0, 0.0], [-0.1, -0.1, 0.0], [-0.1, 0.0, 0.0], [0.1, 0.0, 0.0], [-0.1, 0.0, 0.0], [0.1, 0.0, 0.0], [0.1, -0.1, 0.0], [0.0, 0.0, 0.0]]}